Computed, not measured: a cluster of 3 separate species, C3H10O3 in total, with ωB97M-V/def2-TZVPD.

Structure (ORCA input):
```
! wB97M-V def2-TZVPD RIJCOSX def2/J DEFGRID3
* xyz 0 1
C 0.75 0.03 -1.92
C 0.60 0.42 -0.66
C 0.60 1.86 -0.16
O 0.49 -0.50 0.34
H 0.57 0.55 -2.88
H 0.51 -1.02 -2.24
H 1.59 2.17 0.28
H 0.79 2.53 -0.99
H -0.21 2.08 0.49
H 0.49 -0.10 1.22
O -5.10 -2.74 1.10
H -5.04 -2.15 0.32
H -6.04 -2.93 1.18
O 3.07 0.26 1.30
H 3.49 -0.19 2.05
H 3.42 -0.25 0.56
*
```

Structure (SMILES): C=C(C)O.O.O
LUMO (eV): 0.72
Highest occupied orbital energy (eV): -8.61
Relative energy (zero: lowest compared OMol25 entry of this formula, charge and spin) (kJ/mol): 129.4

***

Computed, not measured: a structure of composition C26H33CrFNTe, with ωB97M-V/def2-TZVPD.

Structure (ORCA input):
```
! wB97M-V def2-TZVPD RIJCOSX def2/J DEFGRID3
* xyz 1 5
Cr 1.29 0.04 0.11
C 2.34 0.72 -2.17
C 3.37 -0.20 -1.97
C 4.04 -0.24 -0.76
C 3.70 0.67 0.24
C 2.73 1.66 0.02
C 2.04 1.68 -1.21
H 1.85 0.77 -3.13
H 3.65 -0.89 -2.76
H 4.86 -0.93 -0.61
H 4.29 0.71 1.15
H 2.66 2.50 0.71
H 1.41 2.52 -1.47
C -1.94 -2.26 -2.36
C -0.82 -1.38 -2.95
C 0.54 -1.98 -2.57
C -1.03 0.09 -2.61
C -1.36 0.94 -3.66
C -1.70 2.26 -3.43
C -1.80 2.74 -2.13
C -1.50 1.93 -1.05
C -1.76 2.39 0.38
C -2.89 3.41 0.45
C -0.51 2.94 1.07
C -1.05 0.62 -1.31
N -0.58 -0.15 -0.24
C -1.42 -0.85 0.54
C -2.83 -0.84 0.50
C -3.55 -1.63 1.37
C -2.91 -2.45 2.30
C -1.53 -2.49 2.36
C -0.83 -1.69 1.49
F 0.59 -1.66 1.44
H -1.99 -3.19 -2.91
H -2.90 -1.76 -2.44
H -1.75 -2.48 -1.31
H -0.90 -1.45 -4.04
H 0.73 -1.90 -1.49
H 1.34 -1.49 -3.12
H 0.54 -3.03 -2.83
H -1.37 0.56 -4.67
H -1.93 2.91 -4.26
H -2.14 3.75 -1.97
H -2.08 1.51 0.95
H -2.55 4.40 0.14
H -3.25 3.49 1.47
H -3.72 3.11 -0.19
H -0.06 3.74 0.50
H 0.22 2.13 1.23
H -0.79 3.33 2.05
H -3.33 -0.21 -0.22
H -4.63 -1.60 1.34
H -3.49 -3.06 2.97
H -1.02 -3.14 3.06
C 1.39 -1.63 4.71
Te 2.64 -0.27 3.59
C 4.33 -1.61 3.73
H 1.69 -1.62 5.75
H 1.49 -2.63 4.31
H 0.36 -1.30 4.63
H 3.98 -2.64 3.68
H 4.85 -1.46 4.67
H 5.02 -1.42 2.92
*
```

<S²>: 6.03
LUMO (spin up / spin down) (eV): -3.83 / -3.73
Highest occupied orbital energy (spin up / spin down) (eV): -10.16 / -10.46
Relative energy (zero: lowest compared OMol25 entry of this formula, charge and spin) (kJ/mol): 75.7

***

Computed, not measured: a structure of composition C24H21BClCsN10O6, with ωB97M-V/def2-TZVPD.

Structure (ORCA input):
```
! wB97M-V def2-TZVPD RIJCOSX def2/J DEFGRID3
* xyz -1 2
Cs 0.22 0.86 -1.28
C 3.20 2.01 0.52
C 2.08 2.82 0.32
N 1.09 2.44 1.11
N 1.54 1.40 1.82
C 2.81 1.11 1.48
B 0.74 0.75 2.92
N 0.84 -0.76 2.84
C 0.46 -1.67 3.77
C 0.67 -2.92 3.25
C 1.19 -2.68 1.98
N 1.29 -1.39 1.75
N -0.73 1.29 2.76
C -0.95 2.61 2.87
C -2.18 2.93 2.30
C -2.69 1.74 1.83
N -1.82 0.75 2.14
N 1.22 1.25 4.28
C 2.12 2.23 4.53
C 2.19 2.40 5.89
C 1.27 1.48 6.40
N 0.70 0.80 5.43
H 4.16 2.08 0.03
H 1.95 3.65 -0.34
H 3.34 0.31 1.95
H 0.08 -1.34 4.72
H 0.46 -3.87 3.70
H 1.49 -3.38 1.22
H -0.25 3.24 3.37
H -2.62 3.90 2.25
H -3.62 1.53 1.33
H 2.64 2.73 3.74
H 2.80 3.09 6.44
H 1.00 1.28 7.42
O -3.80 3.42 -5.43
C -2.94 2.85 -4.77
C -1.51 3.27 -4.59
O -0.92 4.12 -5.25
C -1.00 2.52 -3.44
C -2.07 1.73 -2.88
O -2.11 1.19 -1.76
C -3.13 1.65 -3.90
O -3.94 0.73 -4.04
O 0.18 2.54 -2.99
C -0.18 -5.55 -5.08
C -0.07 -4.30 -4.27
C 1.10 -3.98 -3.58
C 1.12 -2.83 -2.81
N 0.09 -2.01 -2.68
C -1.01 -2.30 -3.35
C -1.14 -3.42 -4.15
H 0.78 -6.07 -5.15
H -0.53 -5.33 -6.09
H -0.91 -6.22 -4.63
H 1.97 -4.62 -3.65
H 2.01 -2.55 -2.26
H -1.83 -1.60 -3.24
H -2.07 -3.62 -4.66
Cl -1.53 -1.13 0.24
C -2.04 -0.62 1.90
H -1.47 -1.23 2.60
H -3.10 -0.84 1.97
O 1.14 0.86 -3.65
N 2.22 0.66 -3.21
*
```

<S²>: 0.76
LUMO (spin up / spin down) (eV): 1.75 / 1.75
Highest occupied orbital energy (spin up / spin down) (eV): -3.20 / -3.21
Relative energy (zero: lowest compared OMol25 entry of this formula, charge and spin) (kJ/mol): 461.5

***

Computed, not measured: a cluster of 3 separate species, C28H43N2O5 in total, with ωB97M-V/def2-TZVPD.

Structure (ORCA input):
```
! wB97M-V def2-TZVPD RIJCOSX def2/J DEFGRID3
* xyz 1 1
C 7.87 -3.27 1.01
O 7.56 -2.11 1.76
C 7.81 -0.91 1.07
C 7.32 0.27 1.90
C 6.92 1.44 1.00
C 6.74 2.77 1.75
C 5.31 3.13 2.14
C 4.27 3.05 1.01
C 3.15 2.04 1.29
C 2.02 2.09 0.25
C 0.75 2.75 0.79
C -0.16 1.85 1.63
C -0.64 0.59 0.94
N -1.80 0.89 0.03
C -1.97 -0.21 -0.96
C -2.32 -1.49 -0.23
C -1.56 -1.76 1.09
C -1.14 -0.51 1.88
N -2.29 0.02 2.62
H 8.51 -3.04 0.16
H 8.41 -3.97 1.65
H 6.95 -3.74 0.66
H 7.30 -0.92 0.10
H 8.89 -0.82 0.88
H 6.48 -0.07 2.50
H 8.12 0.61 2.55
H 6.01 1.17 0.45
H 7.70 1.57 0.24
H 7.32 2.69 2.67
H 7.19 3.59 1.19
H 5.31 4.15 2.53
H 4.99 2.49 2.97
H 4.73 2.80 0.06
H 3.80 4.03 0.87
H 3.59 1.04 1.31
H 2.76 2.23 2.30
H 1.84 1.08 -0.13
H 2.36 2.67 -0.61
H 1.07 3.57 1.44
H 0.18 3.23 -0.01
H 0.33 1.59 2.57
H -1.05 2.43 1.91
H 0.12 0.14 0.31
H -1.70 1.79 -0.42
H -2.65 0.92 0.61
H -1.08 -0.27 -1.58
H -2.80 0.06 -1.60
H -3.39 -1.46 -0.03
H -2.12 -2.31 -0.92
H -0.68 -2.38 0.92
H -2.23 -2.34 1.72
H -0.29 -0.76 2.52
H -2.73 -0.73 3.13
H -1.99 0.68 3.32
C -5.97 -2.85 -0.11
C -6.76 -3.62 0.63
C -7.06 -5.02 0.22
O -7.77 -5.73 0.89
C -6.45 -5.51 -1.05
C -5.66 -4.73 -1.78
C -5.36 -3.34 -1.37
O -4.63 -2.63 -2.04
H -5.75 -1.82 0.15
H -7.22 -3.28 1.54
H -6.68 -6.53 -1.32
H -5.21 -5.07 -2.71
C -5.77 2.78 -4.66
C -5.34 2.69 -3.41
C -4.91 1.39 -2.85
O -4.47 1.31 -1.71
C -5.00 0.19 -3.71
C -5.43 0.28 -4.97
C -5.84 1.58 -5.55
O -6.23 1.67 -6.69
H -6.09 3.72 -5.10
H -5.27 3.54 -2.75
H -4.70 -0.75 -3.26
H -5.49 -0.58 -5.63
*
```

LUMO (eV): -3.86
Highest occupied orbital energy (eV): -11.12
Relative energy (zero: lowest compared OMol25 entry of this formula, charge and spin) (kJ/mol): 35.5

***

Computed, not measured: an isolated molecule of C2H4ClOP, with ωB97M-V/def2-TZVPD.

Structure (ORCA input):
```
! wB97M-V def2-TZVPD RIJCOSX def2/J DEFGRID3
* xyz 0 1
C 1.23 -0.34 1.36
O 0.15 -0.43 0.47
P -0.23 0.79 -0.60
C -1.55 0.30 -1.49
Cl -2.13 1.30 -2.76
H 2.00 0.30 0.91
H 1.73 -1.42 1.54
H 0.86 0.20 2.16
H -2.06 -0.70 -1.60
*
```

Structure (SMILES): CO/P=C/Cl
LUMO (eV): 0.31
Highest occupied orbital energy (eV): -8.77
Relative energy (zero: lowest compared OMol25 entry of this formula, charge and spin) (kJ/mol): 195.3

***

Computed, not measured: an isolated molecule of C4H11NS, with ωB97M-V/def2-TZVPD.

Structure (ORCA input):
```
! wB97M-V def2-TZVPD RIJCOSX def2/J DEFGRID3
* xyz 0 1
N -1.85 -0.65 -2.54
C -1.68 -0.05 -1.16
C -0.77 -0.89 -0.25
C 0.73 -0.65 -0.37
C 1.14 0.77 0.19
S 1.26 0.70 2.06
H -2.79 -1.01 -2.58
H -1.10 -1.31 -2.66
H -1.31 0.95 -1.43
H -2.63 0.14 -0.67
H -1.19 -0.68 0.77
H -0.93 -1.97 -0.37
H 1.12 -0.94 -1.35
H 1.11 -1.16 0.52
H 0.36 1.51 0.00
H 2.09 1.05 -0.24
H 1.62 1.98 2.06
*
```

Structure (SMILES): NCCCCS
LUMO (eV): 0.97
Highest occupied orbital energy (eV): -9.09
Relative energy (zero: lowest compared OMol25 entry of this formula, charge and spin) (kJ/mol): 104.5

***

no.,maximum force (Eh/bohr)
1,0.0610
2,0.0434
3,0.1017
4,0.0082
5,0.0652
6,0.0545